This record from the OMol25 dataset describes C28H61N6O9V as an isolated structure. The level of theory is the ωB97M-V functional and the def2-TZVPD basis.

Values from the calculation:
Kohn-Sham gap (spin up / spin down) in eV: 8.06 / 8.41
Highest occupied orbital energy (spin up / spin down) in eV: -10.72 / -11.12
Calculated total energy in hartree: -3052.96230
Energy relative to the best compared isomer or geometry (same formula, charge and spin) in kJ/mol: 82.16

The geometry in ORCA input format:
```
! wB97M-V def2-TZVPD RIJCOSX def2/J DEFGRID3
* xyz 1 4
V -10.849 -22.472 17.596
C -6.836 -23.460 17.869
C -7.570 -23.087 16.608
O -8.844 -22.564 16.884
H -6.716 -22.620 18.556
H -5.848 -23.898 17.668
H -7.324 -24.280 18.402
H -7.770 -23.985 16.007
H -7.019 -22.352 16.009
C -9.463 -22.009 20.737
O -10.075 -22.101 19.682
N -8.483 -21.138 20.985
C -7.937 -21.012 22.324
C -8.012 -20.223 19.980
H -9.690 -22.659 21.591
H -7.799 -19.973 22.621
H -6.970 -21.516 22.395
H -8.633 -21.440 23.045
H -8.177 -19.158 20.152
H -6.923 -20.321 19.895
H -8.383 -20.501 18.994
C -10.275 -25.520 18.942
O -10.808 -24.521 18.444
N -10.923 -26.370 19.722
C -10.222 -27.379 20.488
C -12.341 -26.227 20.001
H -9.202 -25.694 18.813
H -9.983 -27.017 21.489
H -9.333 -27.766 20.001
H -10.879 -28.226 20.700
H -12.779 -25.316 19.604
H -12.908 -27.055 19.579
H -12.472 -26.173 21.082
C -2.709 -22.795 18.220
O -1.992 -22.152 17.474
N -2.723 -24.140 18.263
C -3.464 -24.872 19.274
C -1.822 -24.927 17.437
H -3.334 -22.336 19.004
H -2.855 -25.408 20.004
H -4.117 -25.569 18.745
H -4.064 -24.183 19.870
H -1.027 -24.285 17.065
H -1.394 -25.748 18.008
H -2.389 -25.313 16.585
C -5.122 -17.634 17.502
O -6.226 -17.345 17.943
N -4.733 -18.887 17.207
C -3.449 -19.118 16.545
C -5.644 -19.990 17.325
H -4.348 -16.885 17.288
H -3.644 -19.626 15.596
H -2.766 -19.757 17.100
H -2.994 -18.171 16.266
H -5.238 -20.838 17.877
H -6.517 -19.651 17.871
H -5.981 -20.339 16.346
C -11.076 -19.135 17.336
O -11.028 -20.358 17.487
N -10.064 -18.375 16.950
C -10.178 -16.928 16.985
C -8.856 -18.952 16.371
H -11.960 -18.532 17.571
H -10.033 -16.551 15.972
H -9.488 -16.456 17.681
H -11.177 -16.614 17.289
H -8.938 -18.978 15.283
H -8.041 -18.290 16.671
H -8.618 -19.950 16.738
C -5.869 -23.715 13.280
C -4.746 -22.730 13.447
O -4.605 -21.807 12.682
C -3.952 -22.888 14.721
H -5.614 -24.639 13.809
H -6.148 -23.933 12.251
H -6.778 -23.368 13.775
H -4.583 -23.030 15.598
H -3.251 -22.061 14.831
H -3.285 -23.755 14.665
C -6.877 -25.496 23.877
C -7.080 -25.840 22.413
O -7.639 -26.866 22.105
C -6.474 -24.917 21.385
H -7.800 -25.710 24.416
H -6.694 -24.432 24.033
H -6.052 -26.090 24.263
H -5.426 -25.160 21.229
H -6.540 -23.882 21.731
H -7.041 -24.909 20.456
C -8.205 -26.825 14.824
C -8.999 -27.349 13.632
O -9.673 -28.339 13.756
C -8.936 -26.564 12.319
H -7.132 -26.725 14.648
H -8.364 -27.371 15.752
H -8.529 -25.805 15.075
H -8.385 -27.183 11.616
H -8.504 -25.587 12.526
H -9.968 -26.452 11.993
C -9.233 -22.343 13.426
C -10.526 -21.946 12.906
N -11.546 -21.642 12.490
H -8.872 -21.632 14.169
H -8.463 -22.436 12.655
H -9.169 -23.335 13.879
*
```

Löwdin atomic charge list, values in e, 5 entries:
1. V 1.116
2. C -0.077
3. C -0.409
4. O -0.400
5. H 0.062